No. 1
107
Properties=species:S:1:pos:R:3:forces:R:3 method="wB97M-V/def2-TZVPD" homo_lumo_gap_ev="4.052 / 6.483" s2=15.78 charge=-1 spin_multiplicity=8 de_lowest_kcal_mol=68.6 homo_energy_ev="-1.95 / -5.70"
Eu -0.35771 -1.02123 -0.24118 -0.290 -0.655 1.435
C -4.89269 -4.92500 2.87849 -0.016 -0.218 -0.266
C -4.80238 -3.96611 3.89407 0.038 0.243 0.226
C -3.78019 -3.02981 3.90665 -0.076 -0.064 0.096
C -2.85910 -3.05869 2.86820 0.272 0.153 -0.178
C -1.73634 -2.19314 2.51706 -0.343 -0.611 -0.188
N -1.32035 -1.21491 3.29384 0.270 1.004 0.732
C -0.24058 -0.47008 3.03781 -0.365 -0.615 -0.252
C 0.35981 0.40782 4.01777 0.416 0.348 0.218
C -0.00062 0.77911 5.30951 -0.023 -0.055 -0.163
C 0.83029 1.65384 5.98802 0.043 0.051 0.098
C 2.01296 2.13594 5.40514 -0.006 0.045 0.010
C 2.39005 1.75671 4.12872 -0.001 -0.047 -0.069
C 1.54866 0.89185 3.43415 -0.190 0.041 0.190
C 1.61490 0.31415 2.11032 0.733 0.138 -0.185
N 2.64775 0.52715 1.27416 -0.008 0.439 0.750
C 2.81475 -0.10272 0.14408 -0.019 -0.196 -0.008
N 1.99716 -1.04457 -0.41186 -0.085 0.256 -0.158
C 2.60472 -1.55117 -1.53112 0.090 0.011 0.102
N 2.18295 -2.51492 -2.29880 -0.281 -0.692 -0.536
C 1.09009 -3.25970 -2.04438 0.780 0.247 -0.458
N 0.29627 -3.21390 -0.94125 -0.529 0.324 0.355
C -0.65468 -4.18746 -1.03313 -0.297 0.106 0.773
N -1.64057 -4.44809 -0.16710 0.154 -0.732 -1.171
C -1.86830 -3.73034 0.91390 -0.309 0.113 0.635
N -1.21157 -2.60424 1.32321 -0.139 -0.006 0.014
C -2.94533 -4.02703 1.85177 0.401 0.180 -0.129
C -3.95938 -4.97566 1.85456 -0.101 -0.088 0.056
C -0.48215 -4.90265 -2.27874 0.303 -0.149 -0.508
C -1.19757 -5.93024 -2.88538 0.096 0.066 0.133
C -0.82892 -6.31007 -4.16410 -0.032 -0.058 -0.103
C 0.23443 -5.68117 -4.83084 0.027 -0.023 0.010
C 0.96635 -4.67530 -4.22460 0.058 -0.005 0.061
C 0.60762 -4.29250 -2.93557 -0.262 -0.185 0.022
C 3.87641 -0.84839 -1.74901 0.004 0.205 0.282
C 4.85390 -0.94925 -2.72333 -0.044 -0.064 -0.061
C 5.96019 -0.11580 -2.62166 0.017 -0.068 -0.076
C 6.08931 0.78948 -1.56764 0.012 0.077 0.047
C 5.11303 0.88897 -0.58478 -0.021 0.045 0.092
C 4.00892 0.06188 -0.69274 -0.074 -0.170 -0.246
N 0.51654 -0.45442 1.90121 -0.400 -0.143 -0.086
H -5.70983 -5.63713 2.89738 0.030 -0.023 0.005
H -5.54572 -3.95977 4.68280 0.011 -0.002 0.003
H -3.69507 -2.29332 4.69596 -0.011 0.026 -0.023
H -0.90805 0.39628 5.76000 0.010 -0.013 -0.027
H 0.57040 1.96990 6.99184 0.007 -0.005 -0.014
H 2.64002 2.81904 5.96656 -0.008 -0.024 0.014
H 3.30704 2.10833 3.67113 -0.022 0.031 -0.008
H -4.00925 -5.72516 1.07420 -0.022 0.022 -0.023
H -2.01935 -6.40876 -2.36615 -0.014 0.054 -0.004
H -1.37884 -7.09590 -4.66998 0.030 -0.003 0.015
H 0.48557 -5.99189 -5.83833 -0.016 -0.001 0.009
H 1.78357 -4.18047 -4.73407 -0.007 -0.007 0.018
H 4.74342 -1.65500 -3.53677 0.014 0.001 0.001
H 6.74068 -0.16926 -3.37143 -0.007 0.004 -0.006
H 6.96448 1.42656 -1.52107 0.001 -0.003 0.009
H 5.19059 1.58820 0.23877 -0.007 0.030 -0.028
C -3.47045 2.22673 -0.41778 0.042 0.012 -0.001
C -3.32503 0.79241 0.01455 -0.231 -0.025 0.012
O -2.24914 0.31548 0.36142 -0.135 0.115 0.095
N -4.44380 0.05195 0.02122 -0.047 -0.103 0.047
C -4.40367 -1.36207 0.36456 0.172 -0.052 -0.099
C -4.07587 -2.21980 -0.83437 -0.119 -0.008 0.036
C -4.93527 -3.23777 -1.21804 0.019 0.042 -0.006
C -4.66009 -3.94310 -2.37876 0.035 -0.004 -0.014
C -3.54815 -3.59181 -3.11952 -0.132 -0.068 0.020
C -2.72228 -2.58597 -2.63966 -0.022 0.052 -0.012
N -2.96450 -1.91358 -1.51276 0.041 -0.098 -0.123
H -2.66395 2.80533 0.02423 0.012 -0.015 0.002
H -4.43731 2.63418 -0.12424 -0.004 0.010 -0.012
H -3.38261 2.28438 -1.50454 0.015 -0.027 0.002
H -5.28843 0.42999 -0.37116 0.023 0.092 0.011
H -5.36611 -1.65275 0.78149 0.018 0.001 0.062
H -3.64077 -1.48068 1.13180 -0.060 -0.031 0.052
H -5.80187 -3.46940 -0.61165 0.010 0.013 0.004
H -5.30997 -4.74832 -2.69927 0.000 0.011 -0.009
H -3.30424 -4.10248 -4.04013 0.080 0.013 0.005
H -1.83147 -2.29866 -3.18440 0.020 -0.006 0.015
C 4.51208 6.97920 0.55666 -0.090 -0.020 0.059
C 3.33549 6.59053 1.44844 0.147 -0.107 -0.096
N 2.39188 5.68929 0.78976 0.093 0.111 0.119
C 1.09779 6.23698 0.40980 0.055 0.067 -0.163
C 1.16935 7.14287 -0.81758 -0.010 -0.060 0.126
C 2.80154 4.40228 0.58197 -0.125 -0.066 0.011
O 3.88824 4.00549 0.96573 -0.026 0.032 -0.053
C 1.83425 3.53221 -0.17401 -0.076 -0.002 0.011
C 1.87563 3.47176 -1.56155 0.023 -0.050 0.027
C 0.88274 2.78057 -2.23537 0.040 0.038 -0.039
C -0.11463 2.17304 -1.48866 0.051 0.337 0.190
N -0.09179 2.11125 -0.15515 0.088 0.262 -0.122
C 0.86036 2.79081 0.48360 0.182 -0.011 -0.014
H 5.18597 7.64679 1.09668 0.002 0.009 -0.022
H 4.16943 7.48519 -0.34724 0.012 0.015 0.006
H 5.06372 6.08550 0.27312 0.027 0.011 -0.016
H 2.78118 7.47928 1.75165 -0.037 -0.012 0.043
H 3.71369 6.09530 2.34474 -0.027 0.025 0.006
H 0.71092 6.80526 1.26036 -0.026 -0.055 0.024
H 0.40239 5.42414 0.22344 0.004 -0.064 0.020
H 1.78740 8.02030 -0.61963 0.011 -0.005 -0.045
H 0.16934 7.48429 -1.09005 0.012 0.022 -0.010
H 1.59380 6.59989 -1.66250 -0.005 0.010 -0.022
H 2.67813 3.96224 -2.10094 -0.034 0.035 -0.013
H 0.87192 2.69676 -3.31336 -0.005 0.015 0.005
H -0.97861 1.74243 -1.97248 0.116 -0.184 -0.076
H 0.84818 2.73715 1.56791 -0.007 0.039 -0.038
N -0.27606 -0.29442 -3.73140 -0.098 0.048 -0.021
C -0.33767 -0.51041 -2.59320 0.176 0.305 -1.416

No. 2
103
Properties=species:S:1:pos:R:3:forces:R:3 method="wB97M-V/def2-TZVPD" homo_lumo_gap_ev=7.488 charge=+2 homo_energy_ev=-12.80
Al 0.09045 0.22314 -0.14994 -0.640 -0.468 0.238
C -3.57478 1.35884 -6.98855 -0.069 0.028 -0.144
C -2.51152 1.21189 -5.95279 0.135 -0.043 0.095
C -2.69850 1.73327 -4.67262 0.153 -0.047 0.059
C -1.74554 1.54572 -3.68910 -0.075 0.119 0.110
C -0.58836 0.85573 -3.99571 0.287 -0.149 0.397
C -0.35987 0.35596 -5.26901 0.220 -0.035 -0.008
C -1.32269 0.53942 -6.24385 -0.088 0.094 0.153
S 0.45295 0.28627 -2.68880 -1.084 -0.755 -0.009
O 1.61568 -0.33099 -3.21503 0.230 0.204 -0.644
O 0.74074 1.30538 -1.61143 0.017 0.291 -0.249
N -0.46037 -0.62611 -1.72581 0.973 1.363 -0.514
C -1.26675 -1.72281 -1.76283 -0.621 -0.553 -0.370
C -1.63512 -2.50885 -2.82842 0.131 0.562 0.375
C -2.49362 -3.59913 -2.61834 -0.221 -0.149 0.277
C -3.00216 -3.88391 -1.37685 0.034 -0.105 -0.298
C -2.65516 -3.09299 -0.26002 0.294 0.350 -0.052
C -3.12549 -3.30806 1.05092 0.229 0.297 0.096
C -2.72266 -2.45542 2.05018 -0.143 -0.179 -0.091
C -1.86061 -1.39843 1.75176 0.004 0.060 0.027
N -1.35565 -1.19331 0.54910 0.477 0.207 0.459
C -1.76127 -2.01179 -0.45548 -0.350 -0.456 -0.532
H -4.42142 1.92233 -6.60427 -0.044 0.009 -0.052
H -3.92807 0.37963 -7.31320 -0.022 0.002 -0.019
H -3.18363 1.87141 -7.86644 -0.027 0.024 -0.055
H -3.61167 2.26970 -4.45626 -0.039 0.044 0.040
H -1.86990 1.91640 -2.68353 -0.165 0.072 0.074
H 0.56126 -0.16994 -5.46557 0.057 -0.108 -0.118
H -1.16230 0.14263 -7.23590 0.029 -0.010 -0.069
H -1.24922 -2.28633 -3.81135 0.040 -0.044 -0.124
H -2.74650 -4.22744 -3.46000 -0.087 -0.020 -0.028
H -3.67461 -4.71467 -1.23649 -0.074 -0.128 0.007
H -3.80184 -4.12205 1.26519 -0.031 -0.116 -0.028
H -3.04738 -2.59762 3.06737 -0.123 0.057 0.096
H -1.59774 -0.67663 2.51358 0.028 -0.110 0.105
C 3.51228 -3.77772 3.51839 0.032 -0.049 0.059
C 3.59179 -2.39307 3.51049 -0.042 0.066 0.083
C 3.14647 -1.68403 2.41120 0.000 0.035 -0.076
C 2.65490 -2.35199 1.29085 -0.307 0.138 0.037
C 2.61608 -3.74061 1.29330 -0.088 0.042 -0.036
C 3.02633 -4.44764 2.41001 0.044 -0.051 0.104
P 2.16288 -1.33480 -0.15474 0.856 -0.597 -0.084
C 2.07013 -2.57738 -1.48285 -0.203 -0.020 0.195
C 2.93575 -2.59909 -2.56978 0.008 -0.112 0.109
C 2.73655 -3.51630 -3.58641 0.091 0.022 -0.018
C 1.68387 -4.41542 -3.52598 -0.020 -0.014 0.015
C 0.84369 -4.42475 -2.42539 0.028 -0.148 -0.004
C 1.03453 -3.50631 -1.40981 0.177 0.092 -0.029
C 3.73909 -0.46607 -0.43457 -0.252 0.077 0.016
C 4.92638 -1.19824 -0.42685 -0.047 0.082 0.035
C 6.13423 -0.55211 -0.60849 0.008 -0.092 0.022
C 6.16768 0.82366 -0.78286 -0.053 0.075 -0.013
C 4.99113 1.55392 -0.78508 0.093 0.115 0.012
C 3.77672 0.91081 -0.61515 -0.085 -0.144 0.020
H 3.84385 -4.33328 4.38139 0.059 -0.051 0.092
H 4.00975 -1.86586 4.35571 0.008 0.020 0.081
H 3.22453 -0.60463 2.39639 0.100 0.075 0.040
H 2.28899 -4.28356 0.42294 -0.028 -0.062 -0.040
H 2.97588 -5.52632 2.40202 0.039 -0.073 0.014
H 3.74148 -1.88500 -2.63859 0.025 0.044 -0.049
H 3.40466 -3.52233 -4.43372 0.055 0.002 -0.093
H 1.51575 -5.10452 -4.33876 0.033 -0.133 -0.058
H 0.03493 -5.13720 -2.36272 -0.054 -0.069 0.009
H 0.37316 -3.50008 -0.55229 -0.051 -0.097 0.006
H 4.89780 -2.26837 -0.27434 0.044 -0.074 0.018
H 7.05143 -1.12067 -0.60437 0.086 -0.045 -0.009
H 7.11286 1.32543 -0.91657 0.106 0.058 -0.013
H 5.01971 2.62585 -0.91372 0.013 0.074 -0.044
H 2.85382 1.47166 -0.63699 0.087 0.058 -0.068
S 1.86795 3.16851 5.31447 -0.119 -0.095 0.437
C 1.50791 2.32460 3.82572 -0.252 -0.278 -0.381
C 1.03365 1.00671 3.78539 0.097 0.350 0.014
C 0.75678 0.44444 2.56456 -0.009 -0.288 0.361
N 0.84916 1.10633 1.40929 -0.084 0.079 0.148
C 1.31381 2.36109 1.44019 0.151 0.186 -0.302
C 1.70087 2.98122 2.60225 -0.095 -0.123 0.310
C 0.31902 2.92345 6.21737 0.355 0.315 -0.375
C -0.06328 1.75701 6.85253 -0.135 -0.023 0.146
C -1.27869 1.77197 7.53459 0.389 -0.374 -0.123
N -2.05490 2.83234 7.61572 -0.619 -0.006 0.327
C -1.67348 3.94543 7.02295 0.247 0.322 -0.265
C -0.49410 4.04308 6.29454 -0.166 -0.020 0.140
H 0.89646 0.43357 4.68954 0.048 -0.046 -0.048
H 0.46746 -0.58966 2.47716 -0.011 -0.177 0.159
H 1.35791 2.85974 0.48390 0.056 0.175 -0.065
H 2.08352 3.98900 2.58658 0.010 0.102 -0.075
H 0.54779 0.86936 6.85541 0.127 -0.063 0.042
H -1.63708 0.88975 8.04774 0.080 -0.132 0.020
H -2.33262 4.79697 7.13105 0.001 0.084 -0.037
H -0.21091 4.96549 5.81444 0.024 0.116 -0.029
N -1.43673 1.50805 0.00278 -1.149 1.184 -0.094
C -2.29075 2.29158 -0.00297 1.739 -1.652 0.073
C -3.31162 3.23623 0.02624 -1.229 1.137 0.092
C -4.04318 3.54239 -1.13329 0.239 -0.137 0.233
C -5.04236 4.49135 -1.07499 -0.039 0.039 0.007
C -5.32448 5.13785 0.12142 0.131 -0.116 0.005
C -4.61177 4.83031 1.27337 -0.055 0.054 -0.001
C -3.60641 3.88734 1.23699 0.142 -0.201 -0.248
H -3.81856 3.03561 -2.05783 0.002 -0.055 -0.120
H -5.60815 4.73222 -1.96146 -0.020 0.008 -0.081
H -6.10035 5.88586 0.15620 -0.102 0.063 0.006
H -4.84565 5.33044 2.20032 0.006 0.036 0.072
H -3.04300 3.64515 2.12465 0.045 -0.017 0.110

no.,total energy (eV)
1,-96336.610
2,-102645.936